[1]
A structure of composition C12H21Cl3N2O2 in a non-equilibrium geometry, computed with ωB97M-V with the def2-TZVPD basis set.

As for the relative energy (zero: lowest compared OMol25 entry of this formula, charge and spin): 294.1 kcal/mol. Its highest occupied orbital energy is -0.304 Eh. The value obtained for the electronic energy is -57415.235 eV.

XYZ file:
```
40
Properties=species:S:1:pos:R:3:forces:R:3
H 1.628 2.615 0.745 0.594 -0.383 0.033
C -0.884 2.965 0.536 0.920 7.959 -1.094
C -0.503 -2.459 0.180 0.940 1.981 -4.350
H -0.467 4.926 -1.009 1.822 -1.044 -1.669
C 2.454 -1.427 0.702 9.193 1.254 -15.556
C -3.553 -0.870 0.005 -1.722 1.201 -1.724
O 1.730 -1.376 -0.590 -0.358 1.314 0.826
H -1.840 3.546 0.513 0.379 0.187 -1.528
H -0.458 2.610 -1.607 1.272 -0.404 1.863
H -1.949 1.284 -0.834 -0.590 -1.382 -1.216
H -1.056 -3.378 -0.072 0.610 -0.171 1.217
C 0.990 -2.482 -0.680 -3.581 -3.145 5.811
H 3.286 -3.134 1.610 0.716 -0.804 1.954
H 3.322 -0.593 0.120 -2.136 -2.196 3.652
C 0.517 4.265 -1.094 -8.976 5.231 12.591
C 1.349 2.154 -0.200 1.472 1.084 -3.523
Cl -3.829 -2.427 0.347 -0.634 -5.625 1.294
H 1.182 1.096 -0.190 -0.146 -0.545 0.432
H 0.983 4.907 -0.214 -0.125 -1.477 -1.079
C -2.116 -0.569 0.155 -3.249 0.472 5.116
H 2.001 -1.396 1.453 -7.517 2.947 11.300
N -1.244 -1.327 -0.367 5.039 -7.629 -8.632
H 1.110 4.374 -1.744 7.587 1.283 -9.887
H 1.946 -4.485 -0.721 -0.102 1.940 3.070
H 2.204 2.327 -1.099 -1.958 -0.413 2.717
H 3.845 -2.914 -0.163 -2.808 -0.080 2.667
H 1.104 -4.160 1.008 0.535 0.923 -1.372
H -1.894 -0.712 1.181 -0.488 0.058 2.257
C 2.860 -2.841 0.716 4.784 -1.142 -4.951
O -1.156 1.299 2.027 0.897 -1.659 7.371
N -1.906 0.683 -0.033 1.880 13.662 -0.129
Cl -3.968 -0.722 -1.751 -0.124 0.799 -0.503
C -1.337 1.818 1.035 -2.324 -9.443 -4.552
H -0.268 -2.047 1.096 0.488 -0.716 2.900
Cl -4.713 -0.005 0.988 -0.002 1.444 0.254
C 1.706 -3.639 0.183 -0.314 -1.978 -3.021
H -1.434 -1.629 -1.391 0.243 1.356 1.903
H 0.732 -2.839 -1.603 -0.179 -0.222 -2.746
C 0.134 2.975 -0.649 -2.475 -3.617 -0.908
H -0.506 3.586 1.410 0.439 -1.020 -0.787
```
Forces are in eV/Å.

[2]
A cluster of 18 separate species, H36O18 in total in a non-equilibrium geometry, computed with ωB97M-V with the def2-TZVPD basis set.

As for the relative energy (zero: lowest compared OMol25 entry of this formula, charge and spin): 147.0 kcal/mol. Its highest occupied orbital energy is -0.380 Eh. The value obtained for the electronic energy is -37436.136 eV.

XYZ file:
```
54
Properties=species:S:1:pos:R:3:forces:R:3
O -1.873 3.976 0.899 -0.776 -0.033 1.708
O -1.757 2.127 -5.366 -4.414 0.416 -0.572
H 0.663 0.519 3.481 -2.679 4.025 -2.260
O 2.318 4.932 3.202 -1.931 3.121 -1.166
H 3.062 -0.767 -1.065 -0.501 3.188 -2.575
H 0.629 -1.358 -2.652 -0.406 -0.091 -0.881
H 0.271 3.786 3.775 -0.318 0.067 -0.291
H 2.202 -1.183 -4.783 0.504 0.790 -0.104
H -1.149 3.932 0.296 1.010 0.039 -0.435
H -2.727 2.513 -5.274 3.057 -0.167 0.481
H -0.506 1.784 -3.218 0.125 -0.515 0.100
H 0.400 0.611 -2.640 -1.121 0.647 -0.515
O -0.402 3.190 3.428 0.257 0.189 0.327
O 2.750 -4.465 2.358 -1.487 1.277 -1.898
O 0.201 -4.500 1.210 -0.065 -4.267 -1.094
O -2.403 0.983 3.196 -0.298 -0.156 0.489
H -2.140 1.436 -5.952 1.428 -0.220 0.210
H -2.078 1.055 2.305 0.511 0.226 -0.775
H -3.161 -1.491 1.299 -0.101 0.803 -0.734
O -2.776 -2.306 1.594 -1.425 -0.818 3.095
H -1.503 3.972 1.821 -0.178 -0.152 -1.291
H -2.932 -2.949 -3.326 0.150 0.185 -0.064
H -0.161 -5.332 0.713 1.869 1.485 1.410
H 1.702 4.185 -0.292 -0.170 -2.296 -1.162
O -2.540 -2.077 -3.474 -0.749 0.876 1.968
H 3.351 -4.095 3.001 0.088 0.609 -0.066
O -0.011 -2.944 -0.789 -0.478 3.022 -0.128
H 1.175 2.726 -0.969 0.327 1.253 0.511
H 0.014 -2.038 -0.270 0.542 -3.249 -1.130
O 1.927 3.338 -0.799 -0.294 1.039 0.661
H 1.663 -2.440 -4.486 0.314 -0.706 -0.006
H -3.294 -2.421 2.485 1.600 -0.042 -2.417
H -1.904 1.871 0.192 -0.429 0.957 -0.022
H -1.226 1.125 -1.042 -0.162 0.194 1.077
O 1.441 -1.958 1.709 -1.626 0.719 2.110
H -3.016 0.246 3.125 -0.048 -0.013 0.276
H -2.774 -1.576 -2.619 0.715 -1.083 -1.990
H -0.212 -1.644 -3.898 -1.509 -1.201 -0.492
H 0.897 -2.260 2.526 1.319 0.552 -2.008
H 3.219 4.835 3.034 2.013 -1.109 0.070
H 1.927 0.375 -1.121 3.732 -0.695 -2.263
O 0.307 -0.979 -3.504 1.934 0.216 1.284
H 1.853 4.282 3.657 0.323 -1.991 1.045
O 2.492 -2.093 -4.834 -0.440 -0.234 -0.012
O -1.412 1.101 -0.057 0.494 -1.102 -0.602
H 1.068 0.074 4.893 -0.361 1.267 3.766
O 1.057 -0.068 4.009 2.884 -5.151 -1.518
H 2.292 -3.713 1.793 1.686 -2.030 2.101
H -0.626 -4.093 1.120 -1.881 2.292 0.124
O 2.841 0.104 -1.685 -3.336 -2.521 4.975
H 0.755 -3.511 -0.607 -0.216 0.839 0.659
H 1.459 -0.986 1.880 0.296 -1.081 -0.163
H -0.934 3.024 4.214 -0.393 -0.321 -0.097
O -0.414 1.143 -2.492 0.614 0.950 0.288
```
Forces are in eV/Å.

[3]
A structure of composition C23H16BCl3N13O4Sr, computed with ωB97M-V with the def2-TZVPD basis set.

Its spin multiplicity is 2. As for the relative energy (zero: lowest compared OMol25 entry of this formula, charge and spin): 0.9 kcal/mol. Its highest occupied orbital energy (alpha / beta) is -0.332 / -0.332 Eh. The value obtained for the electronic energy is -90751.461 eV.

XYZ file:
```
61
Properties=species:S:1:pos:R:3:forces:R:3
O 0.246 0.924 -2.801 0.078 0.009 -0.179
C -6.143 1.796 2.373 0.020 -0.009 0.017
N -1.698 0.748 2.220 0.001 -0.007 0.088
O -3.915 0.183 -8.652 -0.016 0.020 0.099
N -4.122 1.214 1.998 0.033 -0.014 -0.008
B -2.849 0.895 1.188 -0.190 -0.036 0.106
C -2.725 0.828 -6.781 -0.036 0.004 0.042
C 3.355 2.700 -3.210 -0.076 -0.216 0.042
N -3.537 1.122 -7.979 0.104 0.024 -0.185
O -0.472 -1.181 -2.832 0.029 0.049 -0.084
N -0.533 0.105 1.973 -0.180 -0.058 0.239
O -3.761 2.288 -8.240 -0.019 -0.046 0.086
C -4.396 -0.960 0.275 0.068 0.005 -0.081
C -0.408 1.128 3.976 0.026 -0.054 0.014
N -3.161 -0.444 0.449 -0.052 -0.173 0.180
C -2.904 -2.291 -0.619 0.022 0.021 -0.054
C -4.279 -2.149 -0.408 0.025 -0.040 -0.021
N -2.235 -1.270 -0.102 -0.272 0.247 0.003
C 3.108 -3.594 2.002 -0.022 0.016 0.013
C -2.261 1.883 -6.017 -0.013 0.049 -0.012
N 3.078 3.704 -3.741 0.032 0.045 0.003
H -0.092 3.459 -1.374 -0.001 0.018 0.034
Cl 4.255 -4.530 1.043 0.020 -0.016 -0.034
H -2.851 -1.280 -7.095 -0.004 -0.001 0.006
C -4.523 0.508 3.088 0.046 -0.003 -0.083
N 3.745 1.574 -2.698 0.215 0.100 -0.221
N 2.543 0.531 -0.821 0.570 -0.047 -0.068
C 2.187 -2.904 1.091 -0.037 -0.047 0.002
N -5.132 1.995 1.547 0.040 -0.029 0.005
C -1.712 -0.762 -5.335 -0.025 0.002 0.010
H -2.508 4.736 -1.578 0.018 0.001 0.011
N 1.463 -2.363 0.390 0.034 0.098 0.031
H -7.067 2.333 2.225 0.008 -0.005 0.001
C -3.133 3.046 -0.312 0.035 -0.127 -0.052
C -5.816 0.861 3.374 -0.072 0.034 0.002
H -4.184 3.142 -0.113 -0.010 -0.011 0.032
H -5.072 -2.809 -0.714 0.009 -0.001 0.006
H -5.275 -0.447 0.628 0.012 0.001 0.026
C -1.221 0.280 -4.557 0.026 -0.041 0.021
H -1.502 -1.780 -5.036 0.005 0.010 -0.003
H -2.455 1.982 3.768 -0.007 -0.014 -0.012
C -1.494 1.599 -4.899 0.024 -0.023 -0.040
Cl 2.169 -4.652 3.055 -0.017 -0.002 0.005
C 0.234 0.314 3.035 0.116 0.069 -0.089
H -0.039 1.475 4.925 0.000 -0.015 -0.010
N -1.120 2.105 -0.171 -0.533 0.135 -0.071
C -1.035 3.198 -0.918 0.136 -0.065 -0.142
C -1.635 1.386 3.409 0.141 0.000 -0.069
H -2.501 2.896 -6.302 0.004 0.000 0.001
Sr 0.007 -0.172 -0.582 0.073 -0.404 0.233
N -2.434 2.011 0.197 0.054 0.251 0.187
C -2.464 -0.493 -6.466 -0.013 -0.044 -0.021
H 1.227 -0.110 3.072 -0.016 -0.010 0.011
C 3.107 1.031 -1.704 -0.478 0.200 0.208
H -1.105 2.393 -4.276 -0.004 -0.006 0.002
C -0.415 -0.024 -3.319 0.044 0.079 -0.191
H -2.369 -3.072 -1.136 -0.001 0.008 0.000
C -2.270 3.836 -1.039 0.033 0.031 -0.029
H -3.866 -0.200 3.566 -0.010 0.011 -0.004
H -6.430 0.501 4.181 0.002 0.006 -0.011
Cl 3.955 -2.366 2.954 -0.001 0.018 0.005
```
Forces are in eV/Å.

[4]
A structure of composition C34H58BN2O8P2S2Ta in a non-equilibrium geometry, computed with ωB97M-V with the def2-TZVPD basis set.

The charge is +2. Its highest occupied orbital energy is -0.482 Eh. The value obtained for the electronic energy is -98020.425 eV.

XYZ file:
```
108
Properties=species:S:1:pos:R:3:forces:R:3
H -1.201 0.783 -3.641 0.045 0.035 -0.006
H -3.530 -2.221 1.546 0.015 -0.055 -0.026
H -2.644 0.726 3.879 0.029 0.019 0.051
C -2.783 -1.428 1.555 -0.205 0.111 0.004
H -1.330 -2.824 3.745 0.005 0.007 0.034
H -1.924 3.030 5.381 0.012 0.006 -0.021
H 2.292 0.285 -4.752 -0.075 0.033 -0.020
H -1.995 -3.844 1.680 -0.020 -0.017 -0.085
H 0.499 -0.586 -6.281 -0.014 -0.008 0.014
C 0.671 -1.023 -4.208 0.203 -0.158 0.275
H -1.016 4.033 4.264 -0.010 -0.018 0.007
H 4.452 -1.036 -2.548 0.026 0.019 0.016
C -1.644 0.045 -2.977 -0.002 -0.003 -0.077
C 4.190 -1.114 -0.413 0.196 0.328 0.633
H 2.260 -0.093 -3.030 0.061 0.009 -0.075
C -1.456 -2.836 -2.772 0.355 -0.029 0.065
C -0.548 -2.968 2.990 -0.034 0.330 0.106
C 4.747 -0.978 0.848 -0.315 -0.204 -0.282
C 1.637 0.128 -3.892 -0.032 -0.073 0.008
C -4.731 3.141 -2.686 -0.021 0.058 0.068
O 2.430 -2.393 -1.704 0.195 -0.305 0.180
H -1.200 -0.293 3.970 0.079 -0.016 0.055
C 6.058 -0.602 0.999 0.012 0.046 0.112
H 2.034 -2.696 -3.768 0.011 0.002 -0.016
H -0.150 3.364 -0.218 0.044 0.013 -0.014
H -3.323 -1.841 -2.184 0.011 -0.056 0.006
O 3.177 -2.806 1.251 -0.235 0.263 0.565
H -5.398 3.456 -3.478 0.028 0.009 0.015
H -2.568 -2.307 -4.588 -0.021 -0.025 0.013
S 2.425 -1.663 -0.479 1.766 -1.141 -2.211
H -5.487 4.603 -1.304 0.002 -0.016 -0.012
C -3.850 2.100 -2.914 0.015 -0.001 -0.020
C 0.465 1.863 4.931 -0.043 0.009 0.022
H -2.373 -2.473 -0.833 -0.030 -0.010 -0.036
C 0.927 3.045 1.677 0.117 -0.126 0.103
H -2.645 -1.057 2.569 0.019 -0.072 -0.041
H -3.106 -0.619 0.904 -0.018 -0.036 0.022
H -1.165 -3.347 -4.887 -0.004 -0.001 -0.013
H 6.812 -0.304 -2.301 -0.018 0.019 0.014
H 3.056 3.348 1.673 -0.033 0.012 0.009
C 0.996 -1.712 4.184 0.050 0.134 -0.080
H 1.294 5.151 1.788 -0.010 -0.024 0.007
H 2.482 2.600 3.158 -0.004 -0.010 -0.027
H 0.816 4.466 3.331 0.001 0.002 -0.018
O 0.286 -1.820 2.943 -0.101 -0.242 0.126
H -1.223 -4.903 -2.187 0.013 0.020 -0.023
C 2.346 2.622 2.077 0.031 0.106 -0.013
C -4.785 3.793 -1.447 -0.007 -0.030 -0.067
C -1.598 3.119 4.342 0.054 0.060 0.001
H -0.396 4.757 2.070 0.047 0.029 0.005
H -1.891 3.387 1.502 -0.015 0.058 0.035
H -3.818 1.607 -3.878 0.015 0.005 0.039
B -1.480 0.708 -0.472 -0.528 0.422 -0.846
H 0.808 -3.065 -4.980 0.010 -0.010 -0.016
C 6.788 -0.340 -0.161 0.026 0.028 -0.053
H 1.533 3.890 -0.204 0.042 -0.061 0.001
C 6.216 -0.482 -1.416 0.109 0.004 0.074
C -1.963 -3.121 -4.187 -0.037 -0.075 0.026
H 2.604 1.642 1.685 0.030 0.009 -0.016
O 1.840 -0.153 -0.764 0.085 -0.057 0.036
C -3.961 3.418 -0.400 -0.018 0.027 0.025
O -1.549 -1.937 1.022 1.196 0.719 -0.218
H -4.021 3.925 0.555 0.021 -0.030 -0.035
O 3.941 -1.666 3.333 0.151 0.041 0.021
C -0.778 1.859 4.034 0.397 -0.484 0.065
C 0.847 3.115 0.147 -0.086 0.015 0.032
H 0.295 -1.607 5.014 -0.032 0.020 0.024
C -3.077 2.368 -0.625 -0.069 0.008 -0.145
N -2.134 1.785 0.207 0.065 -0.035 0.118
C 1.458 -2.286 -4.589 -0.017 0.082 0.060
H 1.096 0.987 4.795 -0.013 0.021 -0.038
H 1.639 -0.841 4.121 -0.012 -0.032 0.000
N -2.067 0.713 -1.783 -0.150 -0.076 0.188
P -0.409 -1.273 -2.644 -0.767 0.317 0.066
H 0.139 1.880 5.974 0.008 -0.023 -0.009
H 1.615 -2.594 4.348 0.011 -0.027 -0.038
H 1.107 1.066 -3.701 0.022 -0.021 0.014
H 0.216 -4.237 -2.961 -0.021 0.008 0.020
Ta 0.277 -0.461 0.227 -2.101 1.763 2.466
H -3.259 -3.576 -1.886 0.027 0.039 -0.013
C -2.670 -2.655 -1.860 -0.068 -0.014 0.017
O 1.099 -2.180 0.219 0.928 -1.320 -0.470
H -0.621 0.371 -5.340 0.047 -0.001 -0.065
H -2.685 1.982 2.197 -0.051 0.027 0.044
C -0.180 -0.619 -5.425 0.116 0.005 -0.029
C -1.132 -3.180 1.621 -0.093 -0.344 -0.066
C -1.891 2.296 1.520 -0.067 -0.151 -0.024
H 1.070 2.754 4.771 -0.018 -0.019 0.015
H -2.491 -0.392 -3.511 -0.025 0.026 -0.016
C -3.026 1.714 -1.862 -0.080 0.038 0.102
H -2.605 -4.004 -4.136 0.010 0.029 0.005
H 1.169 2.176 -0.326 -0.010 0.059 -0.015
C -0.600 -4.010 -2.274 -0.019 0.032 -0.042
C -1.653 0.629 4.329 -0.013 0.059 0.072
C 4.889 -0.886 -1.572 -0.208 -0.054 -0.086
H -0.962 -1.331 -5.662 -0.017 -0.031 -0.034
H 0.036 -3.849 3.272 -0.049 -0.058 -0.013
H -2.495 3.222 3.735 0.002 0.003 0.082
C 0.626 4.427 2.260 -0.053 0.021 -0.024
H 2.153 -2.019 -5.389 -0.030 0.003 0.005
P -0.283 1.715 2.212 -0.366 0.284 -0.836
H -1.798 0.547 5.409 -0.004 0.022 -0.031
S 3.531 -1.546 1.982 -0.254 0.001 -0.339
H 7.824 -0.040 -0.076 -0.018 -0.018 -0.021
H 6.504 -0.535 1.984 -0.013 0.005 -0.044
H -0.395 -3.615 0.954 -0.073 0.016 -0.043
O 2.445 -0.546 1.691 -0.074 -0.251 0.620
H -0.157 -3.803 -1.299 -0.041 -0.030 -0.003
```
Forces are in eV/Å.

- Which value of electronic energy does entry 3 give?
  -90751.461 eV

- Which value of electronic energy does entry 3 give?
  -90751.461 eV

- Number 4 is which compound?
  C34H58BN2O8P2S2Ta

- Which value of electronic energy does entry 1 give?
  -57415.235 eV